No. 1
A single C26H28FN5O3 molecule at a distorted geometry. Source: OMol25; level of theory: ωB97M-V/def2-TZVPD.

Geometry (Å):
C1 -2.763 2.154 4.396
H1 -2.863 2.170 3.313
H2 -2.518 3.156 4.740
H3 -3.724 1.877 4.821
C2 -1.704 1.143 4.821
H4 -1.568 1.188 5.903
H5 -2.050 0.141 4.566
C3 -0.333 1.350 4.154
N1 -0.477 1.280 2.698
C4 -0.934 0.221 2.018
O1 -1.361 -0.805 2.514
C5 -0.781 0.406 0.491
N2 0.504 -0.229 0.154
C6 1.602 0.536 0.276
O2 1.551 1.700 0.645
C7 2.964 -0.093 -0.044
N3 3.046 -0.695 -1.338
C8 2.944 -0.102 -2.559
C9 2.714 1.200 -2.984
C10 2.656 1.394 -4.345
C11 2.822 0.338 -5.255
C12 3.052 -0.953 -4.842
C13 3.113 -1.177 -3.467
N4 3.303 -2.308 -2.731
N5 3.259 -2.011 -1.502
H6 3.175 -1.767 -5.537
H7 2.763 0.556 -6.311
H8 2.474 2.386 -4.729
H9 2.576 2.008 -2.282
H10 3.699 0.716 0.037
H11 3.205 -0.861 0.697
C14 0.488 -1.652 -0.093
C15 0.122 -1.976 -1.511
C16 0.040 -1.210 -2.635
C17 -0.345 -2.087 -3.680
C18 -0.467 -3.313 -3.111
O3 -0.191 -3.255 -1.797
H12 -0.729 -4.271 -3.513
H13 -0.499 -1.827 -4.707
H14 0.225 -0.160 -2.724
H15 -0.245 -2.109 0.581
H16 1.460 -2.096 0.140
C19 -1.921 -0.111 -0.346
C20 -2.684 -1.226 -0.022
C21 -3.700 -1.660 -0.857
C22 -3.978 -0.988 -2.034
C23 -3.248 0.138 -2.371
C24 -2.241 0.556 -1.525
F1 -1.534 1.657 -1.873
H17 -3.443 0.690 -3.276
H18 -4.764 -1.334 -2.688
H19 -4.274 -2.532 -0.584
H20 -2.494 -1.744 0.904
H21 -0.651 1.472 0.273
H22 0.021 1.990 2.177
C25 0.253 2.724 4.474
H23 1.249 2.815 4.046
H24 0.326 2.858 5.550
H25 -0.370 3.515 4.066
C26 0.635 0.255 4.619
H26 0.783 0.315 5.694
H27 1.597 0.372 4.125
H28 0.232 -0.724 4.376

Results
- LUMO energy (eV) = 0.51
- structure (SMILES) = CCC(C)(C)NC(=O)[C@H](c1ccccc1F)N(Cc1ccco1)C(=O)Cn1nnc2ccccc21
- HOMO (eV) = -8.33
- HOMO-LUMO gap (eV) = 8.85
- largest force on an atom (eV/Å) = 1.34
- energy above the lowest of the compared OMol25 structures with the same formula, charge and spin (eV) = 0.000
- molar mass (g mol⁻¹) = 477.54

No. 2
2 unconnected molecules or ions with the total composition C4H8 at a distorted geometry. Source: OMol25; level of theory: ωB97M-V/def2-TZVPD.

Geometry (Å):
C1 -1.544 -2.071 1.365
C2 -2.254 -1.724 0.373
C3 1.993 2.133 -0.293
C4 1.824 1.579 -1.489
H1 -0.547 -1.961 1.525
H2 -1.844 -2.759 2.259
H3 -1.860 -0.909 -0.336
H4 -3.376 -1.806 0.140
H5 2.815 2.833 -0.097
H6 1.278 2.007 0.511
H7 2.513 1.787 -2.326
H8 1.003 0.891 -1.631

Results
- LUMO energy (eV) = 1.10
- structure (SMILES) = C=C.C=C
- HOMO (eV) = -10.21
- HOMO-LUMO gap (eV) = 11.31
- largest force on an atom (eV/Å) = 6.57
- energy above the lowest of the compared OMol25 structures with the same formula, charge and spin (eV) = 2.164
- molar mass (g mol⁻¹) = 56.11

No. 3
A single C6H4O molecule at a distorted geometry. Source: OMol25; level of theory: ωB97M-V/def2-TZVPD.

Geometry (Å):
C1 -0.279 -0.595 -2.421
C2 0.053 -0.197 -1.064
C3 0.344 0.189 0.039
C4 0.671 0.808 1.297
O1 1.795 0.992 1.695
C5 -0.553 1.119 2.120
C6 -0.582 0.250 2.978
H1 0.366 -1.411 -2.757
H2 -0.125 0.262 -3.084
H3 -1.324 -0.908 -2.495
H4 -0.366 -0.509 3.692

Results
- LUMO energy (eV) = 0.13
- structure (SMILES) = C#CC(=O)C#CC
- HOMO (eV) = -10.09
- HOMO-LUMO gap (eV) = 10.22
- largest force on an atom (eV/Å) = 1.16
- energy above the lowest of the compared OMol25 structures with the same formula, charge and spin (eV) = 3.659
- molar mass (g mol⁻¹) = 92.10

No. 4
A single C10H19N2P molecule at a distorted geometry. Source: OMol25; level of theory: ωB97M-V/def2-TZVPD.

Geometry (Å):
C1 -1.646 -0.146 -0.781
C2 -2.761 0.639 -0.230
C3 -1.000 -0.670 0.313
C4 -3.634 1.406 -1.064
C5 0.722 1.763 0.066
C6 3.050 1.243 -0.815
C7 0.758 -1.732 1.713
C8 1.400 -0.640 -0.463
C9 1.822 0.721 0.027
C10 0.320 -1.362 0.294
N1 -2.749 0.552 1.061
N2 -1.654 -0.146 1.450
P1 -0.031 -2.991 -0.715
H1 -1.206 -0.153 -1.789
H2 -3.586 1.032 -1.989
H3 -4.661 1.559 -0.648
H4 -3.382 2.528 -1.134
H5 -0.116 1.464 -0.742
H6 0.208 1.769 1.004
H7 1.270 2.724 -0.082
H8 2.749 1.646 -1.794
H9 3.743 0.384 -0.873
H10 3.378 2.126 -0.334
H11 1.625 -2.280 1.788
H12 0.939 -0.848 2.376
H13 -0.092 -2.289 2.079
H14 2.324 -1.241 -0.632
H15 1.053 -0.463 -1.589
H16 2.104 0.631 1.055
H17 -1.757 -0.439 2.424
H18 -0.570 -3.454 0.466
H19 1.379 -3.334 -0.442

Results
- LUMO energy (eV) = 0.82
- structure (SMILES) = Cc1cc([C@@](C)(P)CC(C)C)[nH]n1
- HOMO (eV) = -8.71
- HOMO-LUMO gap (eV) = 9.53
- largest force on an atom (eV/Å) = 5.93
- energy above the lowest of the compared OMol25 structures with the same formula, charge and spin (eV) = 1.287
- molar mass (g mol⁻¹) = 198.25

No. 5
A single C3H7NO molecule at a distorted geometry. Source: OMol25; level of theory: ωB97M-V/def2-TZVPD.

Geometry (Å):
C1 0.709 0.158 0.325
C2 -0.631 -0.194 -0.378
C3 -1.772 0.727 -0.035
O1 -2.653 0.409 0.725
N1 1.645 -0.909 0.212
H1 0.379 0.341 1.362
H2 1.082 1.131 -0.045
H3 -0.939 -1.206 -0.115
H4 -0.364 -0.177 -1.442
H5 -2.036 1.508 -0.792
H6 2.157 -0.767 -0.658
H7 2.425 -1.021 0.841

Results
- LUMO energy (eV) = 0.85
- structure (SMILES) = NCCC=O
- HOMO (eV) = -9.53
- HOMO-LUMO gap (eV) = 10.38
- largest force on an atom (eV/Å) = 2.70
- energy above the lowest of the compared OMol25 structures with the same formula, charge and spin (eV) = 1.718
- molar mass (g mol⁻¹) = 73.09

No. 6
A single C6H8N2OS molecule at a distorted geometry. Source: OMol25; level of theory: ωB97M-V/def2-TZVPD.

Geometry (Å):
C1 0.316 1.673 0.438
C2 1.457 0.969 0.194
C3 -1.179 -0.101 0.312
C4 0.845 -1.422 0.139
C5 3.007 -0.670 -0.423
C6 -3.926 0.050 -0.223
N1 -0.949 1.160 0.403
N2 1.673 -0.408 0.082
O1 0.726 -2.585 0.366
S1 -2.482 -1.101 0.052
H1 0.356 2.668 0.653
H2 2.319 1.434 0.446
H3 3.199 -1.611 -0.900
H4 3.239 0.110 -1.280
H5 3.833 -0.745 0.356
H6 -4.391 -0.095 -1.189
H7 -3.531 1.011 -0.058
H8 -4.511 -0.338 0.633

Results
- LUMO energy (eV) = 0.71
- HOMO (eV) = -7.31
- HOMO-LUMO gap (eV) = 8.02
- largest force on an atom (eV/Å) = 5.16
- energy above the lowest of the compared OMol25 structures with the same formula, charge and spin (eV) = 4.888
- molar mass (g mol⁻¹) = 156.21

Look up the molar mass of the sixth one.
156.21 g mol⁻¹

What is the formula in the second record?
C4H8

What is the formula in the fourth record?
C10H19N2P